Entry 1:
DFT (the ωB97M-V functional and the def2-TZVPD basis) results for an isolated molecule of C26H36N4O4.

Computed properties:
Structure (SMILES) = COCCN(C(=O)CCC(=O)Nc1ccccn1)[C@@H](C(=O)NCCC(C)C)c1ccc(C)cc1
LUMO = 0.759 eV
Energy above the lowest of the compared OMol25 structures with the same formula, charge and spin = 1.888 eV
Total charge = 0
Gap between HOMO and LUMO = 0.3518 hartree

Geometry (Å):
C (3.892, -0.183, -2.040)
H (3.546, 0.663, -2.645)
O (2.891, -0.612, -1.152)
C (1.711, -1.011, -1.818)
H (1.912, -1.887, -2.454)
H (1.353, -0.196, -2.459)
C (0.647, -1.387, -0.781)
N (0.325, -0.293, 0.109)
C (0.988, -0.013, 1.251)
O (0.743, 1.003, 1.897)
C (2.007, -1.000, 1.790)
H (2.777, -0.409, 2.290)
C (1.349, -1.915, 2.838)
C (0.205, -2.684, 2.202)
O (0.380, -3.699, 1.563)
N (-1.010, -2.094, 2.378)
C (-2.252, -2.516, 1.912)
N (-3.270, -1.897, 2.500)
C (-4.498, -2.225, 2.140)
C (-4.779, -3.175, 1.173)
C (-3.711, -3.805, 0.550)
C (-2.419, -3.480, 0.919)
H (-1.564, -3.955, 0.471)
H (-3.882, -4.546, -0.216)
H (-5.798, -3.412, 0.912)
H (-5.287, -1.695, 2.659)
H (-1.077, -1.287, 2.986)
H (0.997, -1.313, 3.676)
H (2.090, -2.632, 3.194)
H (2.478, -1.579, 1.002)
C (-0.657, 0.712, -0.339)
C (-1.892, 0.119, -0.959)
C (-3.043, 0.031, -0.185)
C (-4.210, -0.496, -0.704)
C (-4.260, -0.965, -2.009)
C (-3.114, -0.862, -2.788)
C (-1.948, -0.323, -2.278)
H (-1.090, -0.212, -2.921)
H (-3.137, -1.202, -3.813)
C (-5.510, -1.573, -2.568)
H (-5.397, -2.655, -2.642)
H (-5.711, -1.190, -3.566)
H (-6.364, -1.361, -1.930)
H (-5.095, -0.539, -0.085)
H (-3.031, 0.383, 0.837)
C (0.088, 1.743, -1.218)
O (0.091, 1.734, -2.434)
N (0.757, 2.636, -0.474)
H (0.778, 2.509, 0.531)
C (1.732, 3.540, -1.042)
C (3.151, 3.210, -0.562)
H (3.854, 3.422, -1.370)
H (3.203, 2.139, -0.352)
C (3.600, 3.989, 0.679)
C (2.653, 3.802, 1.862)
H (1.685, 4.259, 1.668)
H (3.069, 4.275, 2.750)
H (2.503, 2.747, 2.079)
C (5.012, 3.551, 1.064)
H (5.377, 4.132, 1.908)
H (5.015, 2.500, 1.345)
H (5.700, 3.687, 0.233)
H (3.627, 5.056, 0.423)
H (1.655, 3.427, -2.126)
H (1.471, 4.571, -0.783)
H (-0.964, 1.232, 0.578)
H (0.987, -2.248, -0.209)
H (-0.265, -1.677, -1.306)
H (4.197, -0.995, -2.712)
H (4.740, 0.123, -1.431)

Löwdin analysis output, partial charges in e: number 1, C, carries -0.106; number 2, H, carries 0.091; number 3, O, carries -0.197; number 4, C, carries -0.182; number 5, H, carries 0.135; number 6, H, carries 0.109; number 7, C, carries -0.094; number 8, N, carries 0.038; number 9, C, carries -0.448; number 10, O, carries 0.022; number 11, C, carries -0.073; number 12, H, carries 0.129; number 13, C, carries -0.074; number 14, C, carries -0.477; number 15, O, carries 0.068; number 16, N, carries 0.164; number 17, C, carries -0.294; number 18, N, carries 0.119; number 19, C, carries -0.162; number 20, C, carries -0.084; number 21, C, carries -0.059; number 22, C, carries 0.009; number 23, H, carries 0.102; number 24, H, carries 0.109; number 25, H, carries 0.102; number 26, H, carries 0.109; number 27, H, carries 0.150; number 28, H, carries 0.120; number 29, H, carries 0.127; number 30, H, carries 0.106; number 31, C, carries -0.121; number 32, C, carries -0.165; number 33, C, carries -0.023; number 34, C, carries -0.051; number 35, C, carries -0.278; number 36, C, carries -0.027; number 37, C, carries -0.034; number 38, H, carries 0.107; number 39, H, carries 0.114; number 40, C, carries -0.049; number 41, H, carries 0.080; number 42, H, carries 0.079; number 43, H, carries 0.075; number 44, H, carries 0.105; number 45, H, carries 0.114; number 46, C, carries -0.419; number 47, O, carries 0.053; number 48, N, carries 0.091; number 49, H, carries 0.098; number 50, C, carries -0.154; number 51, C, carries -0.163; number 52, H, carries 0.115; number 53, H, carries 0.108; number 54, C, carries -0.436; number 55, C, carries -0.071; number 56, H, carries 0.076; number 57, H, carries 0.079; number 58, H, carries 0.065; number 59, C, carries -0.083; number 60, H, carries 0.074; number 61, H, carries 0.078; number 62, H, carries 0.074; number 63, H, carries 0.134; number 64, H, carries 0.116; number 65, H, carries 0.124; number 66, H, carries 0.146; number 67, H, carries 0.111; number 68, H, carries 0.120; number 69, H, carries 0.091; number 70, H, carries 0.090

---

Entry 2:
DFT (the ωB97M-V functional and the def2-TZVPD basis) results for a cluster of 3 separate species, C4H9NO2 in total in a non-equilibrium geometry.

Computed properties:
LUMO (alpha / beta) = 3.564 / 1.509 eV
Energy above the lowest of the compared OMol25 structures with the same formula, charge and spin = 2.124 eV
2S+1 = 2
Total charge = -1
Gap between HOMO and LUMO (alpha / beta) = 0.2256 / 0.1484 hartree

Geometry (Å):
C (2.133, 1.855, 0.282)
C (-2.191, -0.018, 0.030)
C (-2.592, 1.269, 0.364)
O (-1.876, -1.024, 0.752)
C (2.167, 0.437, 0.401)
N (2.460, -0.564, -0.386)
O (-0.054, -1.807, -1.151)
H (0.622, -1.124, -0.843)
H (2.195, 2.434, 1.233)
H (-2.172, -0.203, -1.099)
H (-2.800, 1.517, 1.465)
H (-2.704, 2.040, -0.450)
H (-0.707, -1.801, -0.445)
H (1.713, 0.154, 1.358)
H (2.956, -0.108, -1.146)
H (2.023, 2.432, -0.644)

Löwdin analysis output, partial charges in e: number 1, C, carries 0.058; number 2, C, carries -0.574; number 3, C, carries -0.144; number 4, O, carries -0.227; number 5, C, carries -0.341; number 6, N, carries 0.074; number 7, O, carries -0.145; number 8, H, carries -0.003; number 9, H, carries 0.059; number 10, H, carries 0.082; number 11, H, carries 0.013; number 12, H, carries -0.012; number 13, H, carries -0.040; number 14, H, carries 0.104; number 15, H, carries 0.042; number 16, H, carries 0.054

---

Entry 3:
DFT (the ωB97M-V functional and the def2-TZVPD basis) results for a structure of composition C22H29BCsF4IN5O4S.

Computed properties:
LUMO = 1.903 eV
Energy above the lowest of the compared OMol25 structures with the same formula, charge and spin = 0.325 eV
Total charge = -1
Gap between HOMO and LUMO = 0.2599 hartree

Geometry (Å):
Cs (0.064, 1.155, 0.601)
C (0.860, -2.204, -3.227)
C (1.085, -3.037, -1.993)
N (1.232, -4.328, -2.146)
C (1.476, -5.095, -1.059)
C (1.674, -4.582, 0.192)
C (1.994, -5.527, 1.318)
O (0.976, -5.592, 2.319)
C (1.550, -3.180, 0.397)
C (2.006, -2.615, 1.645)
N (1.959, -1.403, 2.070)
C (2.744, -1.146, 3.204)
C (4.081, -1.570, 3.246)
C (4.888, -1.330, 4.344)
C (4.382, -0.643, 5.437)
C (3.070, -0.195, 5.410)
C (2.265, -0.433, 4.307)
I (0.295, 0.275, 4.362)
C (1.130, -2.368, -0.701)
O (0.843, -1.135, -0.598)
H (1.501, -2.567, -4.031)
H (1.070, -1.155, -3.027)
H (-0.174, -2.289, -3.572)
H (1.541, -6.165, -1.231)
H (2.952, -5.270, 1.783)
H (2.092, -6.536, 0.918)
H (0.543, -4.734, 2.362)
H (2.520, -3.343, 2.287)
H (4.481, -2.077, 2.376)
H (5.915, -1.673, 4.341)
H (5.001, -0.445, 6.303)
H (2.665, 0.348, 6.253)
C (-3.152, 0.529, 2.580)
O (-3.011, 0.373, 1.177)
C (-3.883, 1.204, 0.434)
C (-3.417, 2.640, 0.327)
O (-2.394, 2.690, -0.649)
C (-1.880, 4.003, -0.820)
H (-4.199, 0.398, 2.877)
H (-2.802, 1.506, 2.928)
H (-2.555, -0.255, 3.044)
H (-4.891, 1.162, 0.867)
H (-3.915, 0.783, -0.572)
H (-3.049, 3.015, 1.292)
H (-4.256, 3.283, 0.024)
H (-2.675, 4.687, -1.144)
H (-1.118, 3.945, -1.596)
H (-1.450, 4.389, 0.109)
F (-2.027, 3.522, 3.587)
B (-0.954, 4.338, 3.144)
F (-1.443, 5.306, 2.242)
F (-0.307, 4.928, 4.221)
F (-0.045, 3.487, 2.434)
C (-0.502, 2.367, -7.053)
C (-1.149, 3.071, -5.856)
C (-1.089, 2.239, -4.619)
N (-0.220, 2.391, -3.685)
N (-0.331, 1.497, -2.659)
C (-1.293, 0.641, -2.834)
N (-1.619, -0.326, -1.933)
S (-2.169, 0.893, -4.324)
H (-0.528, 3.004, -7.939)
H (-1.022, 1.436, -7.286)
H (0.538, 2.126, -6.831)
H (-2.187, 3.321, -6.087)
H (-0.626, 4.001, -5.637)
H (-0.817, -0.687, -1.404)
H (-2.245, -1.048, -2.247)

Löwdin analysis output, partial charges in e: number 1, Cs, carries 1.120; number 2, C, carries -0.036; number 3, C, carries -0.261; number 4, N, carries 0.096; number 5, C, carries -0.131; number 6, C, carries -0.177; number 7, C, carries -0.224; number 8, O, carries -0.058; number 9, C, carries -0.078; number 10, C, carries -0.098; number 11, N, carries 0.072; number 12, C, carries -0.346; number 13, C, carries -0.037; number 14, C, carries -0.094; number 15, C, carries -0.104; number 16, C, carries -0.167; number 17, C, carries -0.630; number 18, I, carries 0.996; number 19, C, carries -0.328; number 20, O, carries -0.321; number 21, H, carries 0.075; number 22, H, carries 0.063; number 23, H, carries 0.071; number 24, H, carries 0.099; number 25, H, carries 0.110; number 26, H, carries 0.111; number 27, H, carries 0.076; number 28, H, carries 0.114; number 29, H, carries 0.113; number 30, H, carries 0.099; number 31, H, carries 0.097; number 32, H, carries 0.087; number 33, C, carries -0.117; number 34, O, carries -0.258; number 35, C, carries -0.202; number 36, C, carries -0.201; number 37, O, carries -0.287; number 38, C, carries -0.097; number 39, H, carries 0.091; number 40, H, carries 0.070; number 41, H, carries 0.052; number 42, H, carries 0.122; number 43, H, carries 0.117; number 44, H, carries 0.122; number 45, H, carries 0.132; number 46, H, carries 0.092; number 47, H, carries 0.072; number 48, H, carries 0.078; number 49, F, carries 0.064; number 50, B, carries -1.262; number 51, F, carries 0.085; number 52, F, carries 0.115; number 53, F, carries -0.060; number 54, C, carries -0.106; number 55, C, carries -0.254; number 56, C, carries -0.629; number 57, N, carries 0.010; number 58, N, carries -0.025; number 59, C, carries -0.733; number 60, N, carries 0.097; number 61, S, carries 1.062; number 62, H, carries 0.067; number 63, H, carries 0.066; number 64, H, carries 0.078; number 65, H, carries 0.102; number 66, H, carries 0.110; number 67, H, carries 0.024; number 68, H, carries 0.096

---

Entry 4:
DFT (the ωB97M-V functional and the def2-TZVPD basis) results for the ion C4H4NO5 with charge -1 in a non-equilibrium geometry.

Computed properties:
LUMO = 3.610 eV
Energy above the lowest of the compared OMol25 structures with the same formula, charge and spin = 2.305 eV
Total charge = -1
Gap between HOMO and LUMO = 0.2782 hartree

Geometry (Å):
C (-0.423, 1.000, -2.435)
C (-0.670, 0.676, 2.253)
C (-1.251, 0.298, -1.526)
C (-0.667, 0.891, 0.612)
N (0.394, 1.579, 0.136)
O (-0.497, 2.460, -2.409)
O (-0.411, 1.728, 2.779)
O (0.325, 0.512, -3.275)
O (-0.765, -0.472, 2.539)
O (-1.567, 0.523, -0.221)
H (-1.111, -0.745, -1.608)
H (0.619, 1.273, -0.820)
H (1.083, 2.072, 0.637)
H (-1.173, 2.597, -1.746)

Löwdin analysis output, partial charges in e: number 1, C, carries -0.607; number 2, C, carries -0.730; number 3, C, carries -0.150; number 4, C, carries -0.178; number 5, N, carries 0.223; number 6, O, carries -0.015; number 7, O, carries 0.010; number 8, O, carries -0.017; number 9, O, carries 0.054; number 10, O, carries 0.043; number 11, H, carries 0.091; number 12, H, carries 0.102; number 13, H, carries 0.112; number 14, H, carries 0.061